The following is a quantum chemistry calculation of 2 unconnected molecules or ions with the total composition C5H7NO, from the Open Molecules 2025 dataset.

The geometry in XYZ format:
```
14
Properties=species:S:1:pos:R:3:forces:R:3
C 1.75886 -0.59578 0.91697 -0.344 -0.050 -0.033
C 0.88025 -0.12841 0.03145 0.181 -0.024 0.008
C 0.50176 -0.80323 -1.23042 -0.013 0.050 -0.128
N -0.55369 -0.36425 -1.81194 0.256 0.014 0.304
C -1.05892 0.71106 -0.99218 -0.277 0.352 -0.020
O -2.13058 1.22425 -1.15588 0.438 -0.171 -0.017
C -0.03395 1.06385 0.09633 -0.057 -0.069 0.054
H 1.89355 -0.11672 1.88333 0.124 0.007 -0.209
H 2.29493 -1.52677 0.74144 -0.058 0.211 -0.034
H -2.13299 -0.58603 1.48545 -0.021 -0.069 0.018
H 1.07524 -1.62579 -1.66176 -0.127 0.081 0.146
H -2.44696 -0.46160 0.82449 -0.062 -0.042 0.081
H -0.51543 1.20835 1.06837 0.061 0.028 -0.272
H 0.46792 2.00109 -0.19566 -0.101 -0.317 0.101
```
Positions in Å, forces in eV/Å.

E_LUMO (hartree): -0.0089
DFT total energy (Ha): -324.654335
SMILES string: C=C1C=NC(=O)C1.[H][H]
Gap between HOMO and LUMO (eV): 9.64
Energy relative to the best compared isomer or geometry (same formula, charge and spin) (kJ/mol): 184.13

These are the natural (NBO) partial charges, in e, on atoms 1 to 6:
1. C -0.3256
2. C -0.0832
3. C 0.1362
4. N -0.4451
5. C 0.6727
6. O -0.5132